No. 1
ORCA calculation (ωB97M-V/def2-TZVPD) on a 2-piece molecular cluster, C10H16 overall at a distorted geometry.

Each atom is followed by the atoms it is bonded to, with distances in Å.
Atoms and positions in Å:
1 C 0.3336 0.5764 -1.3852  C2 1.420, C10 1.362, H12 1.093
2 C 1.5033 1.3582 -1.1898  C1 1.420, C20 1.522, C24 1.353
3 H -2.2074 -0.9801 1.1656  C15 1.050
4 H 2.5913 1.2914 -3.1098  C20 1.200
5 H 0.3961 3.5837 1.1395  C13 1.033
6 C -1.2120 -2.3382 2.5346  H9 1.125, C15 1.619, H21 1.059, H23 1.163
7 C -0.9175 1.9747 0.1885  C10 1.376, H11 1.011, C13 1.480
8 C -1.1235 -2.1695 -0.1072  C15 1.540, H22 1.146, H25 1.163, H26 1.125
9 H -0.2987 -2.0865 3.1423  C6 1.125
10 C -0.8067 0.9933 -0.7690  C1 1.362, C7 1.376, H16 1.163
11 H -1.8641 2.0543 0.5342  C7 1.011
12 H 0.2027 -0.0133 -2.2962  C1 1.093
13 C 0.2956 2.7443 0.5456  H5 1.033, C7 1.480, C24 1.449
14 H 3.5589 1.3629 -1.5715  C20 1.009
15 C -1.2446 -1.3954 1.2189  H3 1.050, C6 1.619, C8 1.540, H18 1.150
16 H -1.8356 0.5785 -1.1194  C10 1.163
17 H 3.0573 -0.0643 -2.0020  C20 1.050
18 H -0.3606 -0.6660 1.1273  C15 1.150
19 H 2.2722 3.0600 -0.1463  C24 1.123
20 C 2.7378 0.9355 -1.9735  C2 1.522, H4 1.200, H14 1.009, H17 1.050
21 H -2.1256 -2.1848 3.0482  C6 1.059
22 H -1.9103 -2.9909 0.0311  C8 1.146
23 H -1.1573 -3.4676 2.2607  C6 1.163
24 C 1.4385 2.3124 -0.2331  C2 1.353, C13 1.449, H19 1.123
25 H -0.1923 -2.8473 0.0567  C8 1.163
26 H -1.1311 -1.6216 -1.0901  C8 1.125

Calculated values
* 2S+1: 1
* E: -390.53337 Ha
* relative energy (zero: lowest compared OMol25 entry of this formula, charge and spin): 2.789 eV
* E_HOMO: -9.02 eV
* strongest force on any atom: 6.652 eV/A
* structure (SMILES): Cc1ccccc1.CCC

***

No. 2
ORCA calculation (ωB97M-V/def2-TZVPD) on a 2-piece molecular cluster, C5H6F2O overall at a distorted geometry.

Each atom is followed by the atoms it is bonded to, with distances in Å.
Atoms and positions in Å:
1 C 1.1061 0.7891 -1.0105  C7 1.463, H12 1.118, H13 1.146, H14 1.112
2 F -0.5482 -2.2077 0.3878  C3 1.319
3 C -0.3001 -1.1843 -0.4062  F2 1.319, H6 1.096, C7 1.368
4 C -2.2547 0.3867 0.4908  O9 1.178, F11 1.422
5 H 1.6344 0.4143 1.6734  C10 1.027
6 H -1.0107 -1.2450 -1.2387  C3 1.096
7 C 0.7005 -0.2965 -0.1175  C1 1.463, C3 1.368, C10 1.379
8 H 0.8860 -1.1335 1.8448  C10 1.057
9 O -2.8363 0.5672 1.4992  C4 1.178
10 C 1.1394 -0.3438 1.1889  H5 1.027, C7 1.379, H8 1.057
11 F -1.9905 1.4383 -0.4291  C4 1.422
12 H 0.2322 0.8167 -1.7077  C1 1.118
13 H 1.8778 0.2484 -1.6619  C1 1.146
14 H 1.3642 1.7502 -0.5134  C1 1.112

Calculated values
* 2S+1: 1
* E: -468.93030 Ha
* relative energy (zero: lowest compared OMol25 entry of this formula, charge and spin): 3.768 eV
* E_HOMO (spin up / spin down): -9.60 / -8.00 eV
* strongest force on any atom: 3.455 eV/A

***

No. 3
ORCA calculation (ωB97M-V/def2-TZVPD) on a 5-piece molecular cluster, C20H39NO19PS4 overall at a distorted geometry.

Each atom is followed by the atoms it is bonded to, with distances in Å.
Atoms and positions in Å:
1 H -1.5876 0.2166 0.7330  C47 1.095
2 H -4.7384 5.2006 -1.3150  C20 1.094
3 O -2.1651 4.2685 -1.6003  C33 1.427, S41 1.613
4 H 1.5642 -1.1884 3.8792  C65 1.093
5 O 5.5228 2.6067 -1.1525  S42 1.415
6 H -7.4764 4.7777 2.7524  C69 1.093
7 C 5.5829 1.2658 -4.3775  C25 1.513, H28 1.093, H50 1.087, O60 1.430
8 C -3.7241 0.2954 1.9398  H10 1.097, H14 1.097, H39 1.097, C82 1.552
9 H -8.5866 3.6571 3.5753  C69 1.087
10 H -3.6942 1.1120 1.2077  C8 1.097
11 O 3.3972 -10.1046 -0.7306  S19 1.421
12 H -0.0634 -1.7181 3.1636  C65 1.090
13 H 4.0822 1.6809 3.4054  C74 1.093
14 H -3.0769 0.5887 2.7752  C8 1.097
15 H -1.0324 -2.5094 -0.3422  C57 1.096
16 O 2.5173 -8.3269 -2.1673  S19 1.596, C36 1.446
17 C 1.6931 -2.1708 1.9974  C18 1.530, C65 1.355, H77 1.093
18 C 1.4812 -1.7949 0.5292  C17 1.530, O21 1.401, C37 1.571, N80 1.475
19 S 2.1761 -9.5615 -1.2143  O11 1.421, O16 1.596, O29 1.423, O67 1.595
20 C -4.4639 4.3720 -1.9742  H2 1.094, H32 1.087, C33 1.515, O78 1.424
21 O 0.3280 -1.0375 0.2835  C18 1.401, C57 1.410
22 H 3.0826 1.8345 -0.8925  C64 1.092
23 H 2.1777 3.9072 0.8744  C84 1.093
24 H 5.4177 0.5962 1.3839  C31 1.101
25 C 6.8591 0.9003 -3.6506  C7 1.513, H58 1.087, H59 1.092, O76 1.434
26 H -2.9707 5.6305 -2.9387  C33 1.088
27 O -7.2599 1.4553 0.2433  S72 1.416
28 H 5.7859 1.8948 -5.2478  C7 1.093
29 O 1.2010 -10.3812 -1.8479  S19 1.423
30 H 1.1607 2.9698 -0.2937  C84 1.094
31 C 4.5996 0.1307 1.9556  H24 1.101, H38 1.096, P46 1.858, C74 1.545
32 H -5.2522 4.2162 -2.7069  C20 1.087
33 C -3.1104 4.6012 -2.6159  O3 1.427, C20 1.515, H26 1.088, H52 1.093
34 H 0.7773 -7.2187 -2.2327  C36 1.092
35 O -2.2458 1.8940 -0.9264  S41 1.413
36 C 1.7546 -7.1724 -1.7484  O16 1.446, H34 1.092, C49 1.506, H54 1.087
37 C 1.6156 -3.0757 -0.3702  C18 1.571, O48 1.269, O73 1.246
38 H 4.8513 -0.9353 1.9937  C31 1.096
39 H -4.7581 0.2015 2.2945  C8 1.097
40 H 1.2840 2.4727 1.3949  C84 1.095
41 S -2.7933 3.1590 -0.6131  O3 1.613, O35 1.413, O53 1.418, O78 1.602
42 S 5.8513 2.8697 -2.5035  O5 1.415, O43 1.420, O60 1.602, O76 1.607
43 O 5.9638 4.1895 -3.0140  S42 1.420
44 H 4.1121 -0.0028 4.0588  C74 1.094
45 H -9.4933 4.9549 1.3966  C68 1.087
46 P 2.9410 0.4060 1.1637  C31 1.858, C64 1.853, N80 1.733
47 C -2.0250 -0.7313 0.4024  H1 1.095, H55 1.091, C57 1.546, C82 1.545
48 O 2.3731 -3.9843 0.0891  C37 1.269
49 C 1.6415 -7.3284 -0.2553  C36 1.506, H51 1.085, H63 1.089, O67 1.446
50 H 5.0118 0.3943 -4.6858  C7 1.087
51 H 0.8017 -6.7753 0.1527  C49 1.085
52 H -2.9544 3.9302 -3.4641  C33 1.093
53 O -2.7810 3.6884 0.7028  S41 1.418
54 H 2.2543 -6.2494 -2.0293  C36 1.087
55 H -2.3739 -0.5609 -0.6170  C47 1.091
56 H -9.7994 3.2060 1.5120  C68 1.092
57 C -0.8720 -1.7600 0.4419  H15 1.096, O21 1.410, C47 1.546, H83 1.099
58 H 7.6694 0.6525 -4.3317  C25 1.087
59 H 6.6993 0.0710 -2.9588  C25 1.092
60 O 4.8423 2.0397 -3.4303  C7 1.430, S42 1.602
61 O -7.1970 2.7965 2.2966  C69 1.429, S72 1.608
62 O -8.2145 3.7301 0.3152  C68 1.430, S72 1.613
63 H 2.5569 -7.0161 0.2463  C49 1.089
64 C 3.0249 1.9795 0.1887  H22 1.092, P46 1.853, H79 1.093, C84 1.556
65 C 1.0225 -1.6889 3.0719  H4 1.093, H12 1.090, C17 1.355
66 H 3.4267 -1.5438 0.0223  N80 1.016
67 O 1.4617 -8.7478 -0.0429  S19 1.595, C49 1.446
68 C -9.0257 3.9758 1.4668  H45 1.087, H56 1.092, O62 1.430, C69 1.514
69 C -8.0746 3.8701 2.6406  H6 1.093, H9 1.087, O61 1.429, C68 1.514
70 H 5.6214 0.8495 3.7419  C74 1.098
71 H -2.9076 -1.7221 2.1813  C82 1.092
72 S -6.9816 2.7650 0.7037  O27 1.416, O61 1.608, O62 1.613, O81 1.416
73 O 1.0423 -3.1504 -1.4744  C37 1.246
74 C 4.5917 0.7138 3.3862  H13 1.093, C31 1.545, H44 1.094, H70 1.098
75 H -4.0132 -1.4603 0.7785  C82 1.098
76 O 7.1902 2.0669 -2.8856  C25 1.434, S42 1.607
77 H 2.4948 -2.8939 2.1652  C17 1.093
78 O -4.2941 3.2076 -1.1722  C20 1.424, S41 1.602
79 H 3.9628 2.4635 0.4745  C64 1.093
80 N 2.6145 -0.9417 0.1239  C18 1.475, P46 1.733, H66 1.016
81 O -5.7771 3.4359 0.3793  S72 1.416
82 C -3.1868 -1.0451 1.3709  C8 1.552, C47 1.545, H71 1.092, H75 1.098
83 H -0.9536 -2.2801 1.4062  C57 1.099
84 C 1.8400 2.9159 0.5618  H23 1.093, H30 1.094, H40 1.095, C64 1.556

Calculated values
* 2S+1: 1
* E: -4203.73682 Ha
* E_HOMO: -4.21 eV
* net charge: -1
* strongest force on any atom: 2.624 eV/A

***

No. 4
ORCA calculation (ωB97M-V/def2-TZVPD) on a 2-piece molecular cluster, C26H35N2 overall at a distorted geometry.

Each atom is followed by the atoms it is bonded to, with distances in Å.
Atoms and positions in Å:
1 H -4.0334 2.3793 2.8810  C51 1.076
2 H 0.9350 -6.0019 -1.8474  C35 1.094
3 H -6.1725 2.4372 0.2084  C63 1.091
4 H 2.7272 -0.2146 3.5838  C10 1.090
5 H -2.4318 1.7023 4.2299  C24 1.091
6 H 3.6818 -1.4172 -0.1437  C12 1.091
7 H 2.2728 -0.3624 1.1640  C54 1.102
8 H 3.1314 -1.9755 -1.7160  C12 1.091
9 H 0.0974 0.1811 -0.0331  C13 1.075
10 C 2.4388 -1.1606 3.1245  H4 1.090, H21 1.090, H53 1.088, C54 1.531
11 C -4.1136 2.3319 0.7611  C27 1.389, C51 1.389, C63 1.488
12 C 2.7939 -1.5835 -0.7554  H6 1.091, H8 1.091, H14 1.090, C38 1.491
13 C -0.3667 0.3914 0.9129  H9 1.075, C45 1.387, C48 1.485
14 H 2.3132 -0.6242 -0.9498  C12 1.090
15 H 0.0051 -3.9245 3.6942  C25 1.091
16 H 0.7945 0.9022 2.6014  C48 1.096
17 C 1.8880 1.8814 -3.2639  N26 1.375, N56 1.315, H57 1.082
18 H 2.4371 5.8264 -4.8424  C59 1.089
19 H 1.5955 4.9452 -2.5189  C29 1.080
20 H -1.5106 -0.2770 -1.6390  C36 1.091
21 H 3.3465 -1.7278 2.9186  C10 1.090
22 H 3.6559 4.7608 -5.5363  C59 1.090
23 H -1.8033 0.1461 3.7493  C24 1.090
24 C -1.8021 1.2053 3.4899  H5 1.091, H23 1.090, C33 1.491, H39 1.089
25 C -0.2412 -3.0745 3.0556  H15 1.091, H30 1.091, C44 1.490, H46 1.084
26 N 2.3214 2.4388 -4.4441  C17 1.375, C28 1.366, H34 1.025
27 C -3.4664 1.9080 -0.3928  C11 1.389, C60 1.376, H62 1.076
28 C 2.2463 3.7916 -4.2678  N26 1.366, C29 1.384, C59 1.478
29 C 1.7685 3.9851 -2.9834  H19 1.080, C28 1.384, N56 1.345
30 H -1.3245 -3.0426 2.9313  C25 1.091
31 H -2.3207 1.0353 -2.4877  C36 1.093
32 H 2.0054 4.7384 -6.1585  C59 1.090
33 C -2.3102 1.4222 2.1050  C24 1.491, C45 1.447, C51 1.376
34 H 2.6391 1.9559 -5.2907  N26 1.025
35 C 0.4153 -5.9419 -0.8871  H2 1.094, H37 1.094, C42 1.490, H52 1.094
36 C -1.6611 0.8035 -1.6477  H20 1.091, H31 1.093, H49 1.091, C60 1.491
37 H 0.7126 -6.8040 -0.2832  C35 1.094
38 C 1.8556 -2.5306 -0.0875  C12 1.491, C41 1.386, C43 1.403
39 H -0.8025 1.6195 3.6139  C24 1.089
40 H -5.7734 3.3219 1.6832  C63 1.092
41 C 1.5771 -3.7268 -0.7302  C38 1.386, C42 1.381, H47 1.075
42 C 0.7337 -4.6707 -0.1787  C35 1.490, C41 1.381, C61 1.380
43 C 1.2711 -2.2488 1.1560  C38 1.403, C44 1.406, C54 1.528
44 C 0.4279 -3.2147 1.7321  C25 1.490, C43 1.406, C61 1.388
45 C -1.6091 1.0091 0.9087  C13 1.387, C33 1.447, C60 1.443
46 H 0.0513 -2.1808 3.5952  C25 1.084
47 H 2.0316 -3.9265 -1.6840  C41 1.075
48 C 0.4214 -0.0022 2.1084  C13 1.485, H16 1.096, H50 1.087, C54 1.543
49 H -0.7045 1.2914 -1.8393  C36 1.091
50 H -0.2401 -0.4900 2.8198  C48 1.087
51 C -3.5210 2.0645 1.9885  H1 1.076, C11 1.389, C33 1.376
52 H -0.6596 -6.0072 -1.0780  C35 1.094
53 H 1.8818 -1.7165 3.8755  C10 1.088
54 C 1.6240 -0.9328 1.8481  H7 1.102, C10 1.531, C43 1.528, C48 1.543
55 H -0.4763 -5.1311 1.4992  C61 1.077
56 N 1.5526 2.7997 -2.3848  C17 1.315, C29 1.345
57 H 1.8274 0.8189 -3.0718  C17 1.082
58 H -5.3048 3.9776 0.1144  C63 1.091
59 C 2.6057 4.8321 -5.2538  H18 1.089, H22 1.090, C28 1.478, H32 1.090
60 C -2.2535 1.2601 -0.3580  C27 1.376, C36 1.491, C45 1.443
61 C 0.1747 -4.3985 1.0531  C42 1.380, C44 1.388, H55 1.077
62 H -3.9438 2.0898 -1.3395  C27 1.076
63 C -5.4120 3.0554 0.6878  H3 1.091, C11 1.488, H40 1.092, H58 1.091

Calculated values
* 2S+1: 1
* E: -1121.00422 Ha
* relative energy (zero: lowest compared OMol25 entry of this formula, charge and spin): 0.508 eV
* E_HOMO: -10.56 eV
* net charge: +1
* strongest force on any atom: 1.584 eV/A